Version i
{"formula": "C2H3F2I", "method": "ωB97M-V/def2-TZVPD", "elements": ["C", "F", "H", "I", "C", "F", "H", "H"], "positions_angstrom": [[-0.219, -0.187, 0.129], [-1.881, 2.305, -0.868], [0.225, 0.795, -0.319], [-3.284, -0.152, -0.143], [-1.486, 0.408, 0.670], [-1.537, 1.043, 1.800], [-0.407, -1.076, -0.409], [0.214, -0.557, 1.070]], "nbo_charge": [-0.77, -0.77, 0.34, 0.38, 0.57, -0.27, 0.26, 0.25], "total_charge": 0, "e_lumo_ev": -1.6279, "gap_ev": 7.65}

=====

Version ii
{"formula": "C2H3F2I", "method": "ωB97M-V/def2-TZVPD", "elements": ["H", "H", "H", "F", "I", "C", "F", "C"], "positions_angstrom": [[-0.742, 2.643, -0.474], [-0.555, -0.261, -1.315], [-1.391, -0.732, 0.115], [0.448, -0.111, 1.949], [2.276, 0.722, -0.216], [-0.459, -0.563, -0.246], [-0.065, -1.891, -0.459], [0.487, 0.193, 0.647]], "nbo_charge": [0.00, 0.20, 0.19, -0.32, 0.18, -0.09, -0.38, 0.21], "total_charge": 0, "e_lumo_ev": [-0.4707, -0.7509], "gap_ev": [8.26, 9.59]}

=====

Q: Which of them is the least stable? A: version ii.

=====

Version i
{"formula": "C5H17N4", "method": "ωB97M-V/def2-TZVPD", "elements": ["H", "H", "H", "H", "H", "C", "N", "C", "H", "H", "C", "H", "C", "C", "H", "H", "H", "H", "H", "H", "N", "H", "N", "H", "H", "N"], "positions_angstrom": [[0.341, 2.865, 1.315], [0.798, -0.823, 3.474], [-1.001, 2.361, 0.926], [-0.166, -2.266, 3.159], [0.526, -1.914, -3.128], [-0.532, -0.254, 0.914], [0.397, 0.136, -2.704], [1.847, 0.519, -2.754], [0.584, -0.739, -4.479], [1.073, -1.797, 1.925], [-1.792, -0.186, 3.019], [2.200, 1.146, -1.933], [0.320, -1.379, 2.745], [0.134, -1.020, -3.592], [-0.961, -1.015, -3.644], [-2.469, -1.055, 3.003], [-0.595, 1.793, 2.418], [0.239, -0.069, -1.638], [2.359, -0.412, -2.749], [-0.270, 0.940, -2.847], [-0.306, -0.252, -0.201], [-2.266, 0.769, 2.704], [-0.193, 2.010, 1.504], [1.788, 1.208, -3.581], [-1.367, 0.005, 4.006], [-0.687, -0.570, 2.138]], "nbo_charge": [0.39, 0.20, 0.36, 0.21, 0.23, 0.64, -0.55, -0.42, 0.21, 0.23, -0.41, 0.23, -0.39, -0.40, 0.23, 0.23, 0.37, 0.47, 0.23, 0.42, -0.57, 0.22, -1.10, 0.22, 0.22, -0.48], "total_charge": 1, "e_lumo_ev": -2.5245, "gap_ev": 10.02}

=====

Version ii
{"formula": "C5H17N4", "method": "ωB97M-V/def2-TZVPD", "elements": ["H", "H", "N", "C", "H", "H", "N", "C", "H", "C", "H", "H", "H", "H", "H", "H", "C", "C", "N", "H", "H", "H", "H", "H", "N", "H"], "positions_angstrom": [[-2.386, 1.316, 0.439], [-3.496, 0.088, 0.163], [1.806, -1.494, 0.998], [-2.432, 0.268, 0.565], [2.838, -0.958, -1.477], [-1.875, -2.340, -0.794], [1.120, -1.378, -0.114], [-1.258, -0.356, -0.231], [0.106, 0.286, 1.278], [0.058, 0.169, 0.220], [2.310, -2.369, 0.936], [-0.385, -2.220, -0.028], [0.407, 1.468, -1.504], [-1.816, -1.990, 0.789], [-0.312, 3.424, -0.219], [-1.302, -0.244, -1.349], [0.487, 2.720, 0.301], [0.748, 1.402, -0.452], [1.837, -1.373, -1.351], [1.386, 3.509, 0.374], [1.274, -1.132, -2.163], [1.905, 1.326, -0.471], [2.556, -0.798, 1.274], [-2.315, 0.062, 1.633], [-1.382, -1.832, -0.068], [0.122, 2.445, 1.252]], "nbo_charge": [0.25, 0.25, -0.66, -0.65, 0.38, 0.44, -0.15, -0.09, 0.21, -0.04, 0.37, 0.47, 0.22, 0.42, 0.22, 0.22, -0.62, -0.46, -0.70, 0.24, 0.37, 0.24, 0.34, 0.23, -0.69, 0.20], "total_charge": 1, "e_lumo_ev": -2.9124, "gap_ev": 9.11}

=====

Q: Which of them is the least stable? A: version ii.

=====

Version i
{"formula": "C24H66N6O6", "method": "ωB97M-V/def2-TZVPD", "elements": ["H", "H", "H", "C", "H", "H", "H", "C", "H", "C", "C", "H", "C", "H", "H", "C", "H", "N", "C", "H", "H", "H", "N", "H", "C", "H", "H", "H", "H", "C", "H", "H", "H", "H", "H", "H", "C", "O", "H", "H", "H", "C", "C", "N", "C", "H", "C", "H", "H", "H", "N", "H", "O", "H", "H", "C", "C", "C", "H", "O", "C", "N", "H", "H", "H", "H", "H", "H", "H", "C", "H", "O", "H", "O", "H", "H", "H", "H", "H", "H", "C", "H", "H", "C", "H", "H", "H", "H", "O", "C", "H", "H", "C", "H", "H", "H", "H", "H", "H", "N", "H", "C"], "positions_angstrom": [[2.118, 4.491, -7.005], [1.858, -4.145, 5.250], [2.536, -2.149, 3.226], [-1.984, 1.039, 6.810], [2.167, 1.995, -0.525], [0.208, -4.159, 3.283], [-4.280, 2.228, 3.890], [0.067, 1.370, 1.939], [7.574, -2.314, 1.032], [5.043, 0.562, -0.018], [1.680, -2.019, 5.527], [-7.738, 0.231, -6.934], [-3.407, 0.622, -4.308], [0.931, 0.234, 0.346], [3.095, 0.810, -7.715], [2.531, 2.497, -5.488], [-1.924, 3.035, 6.995], [-8.159, 1.008, -4.227], [-7.051, 0.323, -4.856], [-5.653, 1.698, -3.868], [-0.715, 0.611, 1.998], [2.572, -2.014, 6.161], [1.727, 2.186, 0.375], [5.059, 0.454, -1.109], [1.607, -3.271, 4.652], [-6.970, 1.726, -6.523], [7.524, -3.743, -1.006], [-3.382, 1.714, -4.217], [1.848, 2.947, -4.755], [-2.467, -0.125, 7.663], [-1.192, 2.317, 8.229], [-3.435, 1.042, 2.908], [0.834, 1.270, 2.694], [-5.969, 0.346, -6.742], [-0.855, 2.602, -0.511], [-7.065, -0.775, -4.776], [2.917, 1.881, -7.891], [5.912, -0.359, 0.599], [-0.110, 1.427, -1.551], [0.004, -2.431, 3.513], [-1.012, 0.858, 6.341], [-0.466, 1.579, -0.519], [-6.929, 0.645, -6.328], [-2.023, 2.257, 7.647], [0.213, -3.371, 4.049], [1.187, 0.477, -5.065], [-5.752, 0.628, -4.109], [-2.211, -2.631, 4.154], [4.015, 0.461, 0.346], [3.494, -3.262, 3.988], [2.596, -3.108, 3.545], [-1.527, -1.033, 0.339], [-0.692, -3.579, 5.103], [-0.853, -0.826, -1.319], [-1.707, -0.421, 8.392], [5.950, -1.558, -0.172], [-3.289, 1.950, 3.525], [2.119, 0.404, -4.504], [5.866, -4.250, -0.636], [3.085, 1.288, -5.047], [-2.967, 1.224, 5.677], [1.534, 3.728, -7.294], [-2.954, 2.581, 2.698], [-0.409, 2.350, 2.025], [-3.883, 1.747, 5.988], [-2.567, -1.070, 7.114], [-3.238, 0.127, -3.345], [1.538, -1.079, 5.003], [-2.629, 0.337, -5.015], [-2.019, -3.600, 4.643], [5.362, -2.239, 2.232], [-2.353, 1.828, 4.548], [-2.761, -3.654, 5.438], [-4.633, 0.191, -4.847], [0.906, -1.996, 6.309], [1.092, 3.909, -8.174], [6.423, -1.326, -1.136], [1.481, 3.168, 0.299], [2.569, -0.582, -4.453], [3.872, 2.399, -7.801], [6.618, -2.648, 0.608], [-2.199, -4.409, 3.929], [1.012, 1.717, -6.866], [0.596, 1.263, 0.513], [1.883, 0.705, -3.471], [5.308, 1.611, 0.138], [7.226, -4.694, 0.451], [-3.448, 0.111, 8.070], [-1.685, 0.856, -0.337], [6.809, -3.928, -0.199], [4.927, -1.842, -0.464], [2.561, 1.998, -8.911], [1.881, 2.374, -6.855], [-8.890, 1.220, -4.896], [3.330, 3.233, -5.619], [-5.721, 0.114, -3.134], [-2.590, -0.889, -1.018], [-3.347, 0.248, 5.331], [-8.620, 0.397, -3.561], [5.802, -3.027, 1.781], [6.306, -3.603, 2.435], [-1.641, -0.519, -0.626]], "mulliken_charge": [0.16, 0.45, 0.23, 0.84, 0.18, 0.40, 0.39, -1.52, 0.24, -0.70, -1.23, 0.38, -0.49, 0.26, 0.30, -0.72, 0.27, -0.70, 0.76, 0.36, 0.20, 0.40, -0.67, 0.31, 0.24, 0.38, 0.37, 0.34, 0.31, -1.29, 0.25, 0.30, 0.46, 0.37, 0.26, 0.15, -1.29, -0.38, 0.26, -0.07, 0.20, -0.60, -1.49, -0.78, -0.36, 0.24, -0.84, 0.20, 0.23, 0.27, -0.66, 0.22, -0.32, 0.31, 0.37, -0.89, -0.83, -0.29, 0.31, -0.38, -1.06, -0.56, 0.27, 0.27, 0.38, 0.23, 0.13, 0.21, 0.24, -0.68, 0.19, -0.28, 0.27, -0.35, 0.31, 0.20, 0.40, 0.28, 0.26, 0.27, 0.66, 0.33, 0.14, 0.88, -0.04, 0.31, 0.38, 0.34, -0.37, -1.40, 0.38, 0.41, 0.56, 0.25, 0.43, 0.30, 0.25, 0.38, 0.26, -0.62, 0.20, -0.71], "total_charge": 0, "e_lumo_ev": 0.4693, "gap_ev": 9.28}

=====

Version ii
{"formula": "C24H66N6O6", "method": "ωB97M-V/def2-TZVPD", "elements": ["N", "C", "H", "H", "H", "H", "H", "N", "H", "H", "H", "N", "H", "C", "C", "H", "H", "H", "H", "H", "H", "H", "H", "C", "C", "C", "C", "H", "C", "C", "H", "H", "H", "H", "O", "H", "H", "C", "H", "H", "H", "H", "H", "O", "C", "H", "H", "H", "H", "H", "O", "H", "H", "C", "C", "O", "H", "C", "C", "C", "H", "C", "O", "H", "H", "N", "H", "C", "H", "H", "H", "H", "H", "H", "N", "H", "H", "H", "H", "C", "H", "H", "H", "C", "H", "H", "H", "H", "H", "C", "H", "C", "N", "C", "H", "H", "O", "H", "H", "H", "C", "H"], "positions_angstrom": [[-0.346, -3.877, -2.852], [6.866, -5.888, 4.136], [2.647, -0.428, -0.808], [7.599, -3.520, 0.481], [4.953, -3.981, 3.456], [-3.786, -5.436, 0.966], [-2.337, 5.886, 0.299], [6.659, -3.882, 0.495], [-2.284, 5.739, 2.033], [0.921, -3.168, 0.840], [-0.230, -6.047, -1.402], [-1.584, 8.989, -4.699], [-2.186, 4.818, -2.231], [-2.085, -4.675, 2.605], [-0.430, -0.778, -0.987], [-1.811, -3.873, 4.486], [-2.375, 0.659, -1.509], [-1.908, -4.380, 1.559], [0.654, 6.842, -3.132], [0.241, 6.311, 1.957], [-2.372, 3.254, 2.575], [0.453, -4.113, 3.938], [0.083, 9.015, -1.776], [-1.426, -4.851, -2.713], [-0.741, 9.256, -2.459], [-0.496, 8.611, -3.798], [-1.671, 5.635, 1.130], [-1.358, 8.372, 0.375], [-1.306, 5.154, -2.767], [-0.468, 6.589, 1.171], [-3.796, -6.642, 2.136], [-1.959, 1.243, 0.033], [3.909, -3.590, 1.101], [6.681, -2.636, 2.100], [-1.301, 4.264, 1.003], [-0.592, -1.183, -1.990], [0.010, 8.570, 1.568], [5.698, -4.393, 2.772], [0.421, 8.988, -4.266], [0.827, -0.897, 0.839], [-0.594, -2.889, 0.312], [-2.075, -4.516, -0.656], [6.648, -4.893, 0.537], [6.884, -4.649, 3.508], [2.044, -1.329, -0.946], [-3.576, -1.655, -3.140], [-0.050, 6.745, -4.698], [-2.124, -2.066, 2.056], [-3.272, -5.177, -1.649], [-1.348, -1.082, -0.459], [-3.474, -4.728, 2.868], [-4.689, -2.798, -2.344], [0.296, -2.594, 3.457], [4.624, -2.772, 1.242], [-3.693, -2.678, -2.783], [-0.329, 0.634, -1.025], [-1.664, -5.679, 2.724], [-0.906, 8.039, 1.306], [0.737, -1.324, -0.163], [-2.475, -4.417, -1.671], [-1.649, 8.856, -2.008], [-0.267, 7.094, -3.674], [-1.401, 6.511, -3.103], [-1.889, -1.367, 3.713], [-0.216, 6.564, -0.900], [0.327, 6.458, -0.049], [0.645, 5.490, -0.029], [-1.608, 1.256, -1.012], [-1.389, 8.683, -5.645], [6.851, -6.714, 3.404], [-1.575, 8.197, 2.155], [-0.912, 4.036, 3.059], [2.620, -2.243, -0.828], [-0.173, -6.571, -3.045], [-0.052, -3.529, 3.281], [-2.438, 8.556, -4.359], [1.858, -1.266, -2.025], [-1.939, -4.983, -3.670], [-3.657, -3.293, -3.688], [-0.861, -6.206, -2.283], [5.970, -6.135, 4.732], [7.717, -5.966, 4.811], [-0.809, 2.631, 2.000], [-1.508, -3.580, 3.475], [-1.621, -6.947, -2.044], [4.247, -1.972, 1.884], [-3.234, -2.314, 3.350], [-1.160, 4.529, -3.658], [-5.213, -5.554, 2.028], [-4.133, -5.607, 1.993], [-0.723, -2.958, -3.024], [-1.381, 3.537, 2.202], [0.383, -2.746, 0.096], [-2.164, -2.248, 3.133], [4.693, -2.345, 0.244], [-1.511, 2.308, -1.258], [-2.797, -3.052, -1.749], [0.093, -3.877, -1.931], [5.328, -5.305, 2.291], [-0.736, 10.343, -2.513], [5.942, -3.334, 1.702], [-0.396, 4.928, -2.199]], "mulliken_charge": [-0.70, -0.76, 0.41, 0.27, 0.35, -0.03, 0.22, -0.65, 0.49, 0.18, 0.30, -0.70, 0.30, 0.42, -0.42, 0.32, 0.22, -0.79, 0.38, 0.44, 0.31, 0.23, 0.35, 0.30, -1.35, 0.18, -0.88, 0.12, -1.00, 0.39, 0.32, 0.20, 0.24, 0.48, -0.13, -0.03, 0.35, -0.81, 0.39, 0.19, -0.43, -0.52, 0.23, -0.33, -1.68, 0.23, 0.43, 0.12, 0.46, 0.35, -0.34, 0.34, 0.23, -1.40, -0.91, -0.37, 0.44, -1.34, 0.96, 0.21, 0.22, -0.57, -0.36, 0.43, 0.11, -0.67, 0.36, -0.41, 0.28, 0.31, 0.43, 0.39, 0.37, 0.36, -0.48, 0.29, 0.38, 0.40, 0.33, -1.57, 0.31, 0.27, 0.21, 0.17, 0.39, 0.38, 0.41, 0.39, 0.30, -0.39, 0.37, -0.83, -0.23, -1.24, 0.45, 0.10, -0.14, 0.22, 0.42, 0.43, 0.25, 0.35], "total_charge": 0, "e_lumo_ev": 0.5570, "gap_ev": 9.20}

=====

Version iii
{"formula": "C24H66N6O6", "method": "ωB97M-V/def2-TZVPD", "elements": ["H", "H", "H", "H", "N", "H", "C", "O", "H", "H", "C", "C", "C", "C", "H", "H", "H", "O", "H", "H", "C", "H", "C", "H", "H", "H", "H", "N", "N", "O", "H", "C", "H", "H", "H", "H", "H", "H", "H", "N", "C", "H", "C", "C", "H", "H", "H", "C", "H", "H", "N", "H", "C", "H", "O", "H", "O", "H", "C", "C", "H", "H", "H", "H", "N", "H", "C", "H", "H", "H", "H", "H", "H", "H", "H", "H", "C", "H", "H", "C", "C", "H", "H", "H", "H", "H", "H", "H", "H", "H", "H", "H", "C", "O", "C", "H", "H", "H", "C", "C", "C", "H"], "positions_angstrom": [[28.864, 1.575, -3.431], [25.022, -2.547, 0.162], [24.098, 3.228, -1.962], [21.066, 3.672, 0.105], [21.276, 2.392, -5.253], [22.438, 1.110, -7.281], [24.879, -1.729, -0.558], [16.867, 0.240, -8.375], [19.351, -2.438, -6.437], [24.135, 1.534, -1.478], [21.507, -2.499, -9.845], [25.986, -0.146, 0.834], [28.640, 1.975, -0.886], [20.704, -3.768, -9.542], [28.930, 2.510, 0.017], [17.974, 0.866, -5.419], [24.132, -1.230, -8.397], [22.628, -2.487, -8.965], [22.260, 4.428, 5.327], [20.109, -1.151, -5.546], [22.430, 1.488, -5.182], [23.603, -1.146, -2.165], [26.779, 4.335, -3.765], [23.892, 0.647, -6.554], [18.231, 1.594, -6.835], [20.359, 5.288, 0.002], [15.023, -0.645, -8.779], [18.623, 0.904, -6.203], [23.454, -3.230, -1.863], [22.646, 1.926, -2.836], [19.805, -4.780, -11.077], [23.115, 4.839, 3.442], [28.781, 3.828, -4.351], [26.644, 5.043, -4.588], [15.480, 0.676, -9.813], [22.325, -5.065, -10.286], [24.006, 6.730, 3.323], [19.290, -0.202, -7.757], [22.375, 6.704, 3.716], [27.499, 2.643, -5.447], [18.641, -0.398, -6.894], [21.473, -1.840, -1.014], [23.528, -1.433, -9.278], [15.883, -0.190, -9.280], [27.175, 1.588, -3.027], [20.923, -1.614, -9.556], [24.251, -3.527, -2.408], [17.289, -0.774, -7.517], [21.803, -2.443, -10.899], [25.934, 0.925, 1.023], [23.275, 6.255, 3.829], [20.220, -3.566, -8.585], [22.885, 4.657, 1.941], [19.699, -3.244, -11.273], [24.836, -0.493, 0.112], [27.007, 4.843, -2.833], [28.321, 2.896, -1.904], [26.041, -0.739, 1.754], [21.590, -4.991, -9.483], [21.968, 4.269, 4.288], [22.819, 2.428, -0.896], [22.084, 5.081, -0.378], [29.478, 1.307, -1.117], [24.116, -1.704, -10.156], [19.605, -3.942, -10.534], [23.628, 5.261, 1.405], [28.053, 2.251, -3.127], [22.038, 0.486, -4.949], [27.414, 3.327, -6.193], [25.730, -1.732, -1.257], [21.076, 2.854, -4.378], [16.581, -0.955, -6.688], [23.799, 2.837, -4.276], [23.522, 2.435, -6.786], [22.607, -3.385, -2.386], [26.562, 2.246, -5.409], [23.586, -1.885, -1.348], [17.413, -1.770, -7.965], [21.883, 3.194, 4.144], [19.152, -1.471, -5.981], [23.463, 2.361, -1.773], [18.552, -1.578, -5.071], [16.289, -0.848, -10.054], [21.074, 4.848, 4.069], [22.413, -2.008, 0.494], [27.745, 1.376, -0.701], [25.801, 3.845, -3.690], [24.159, 1.085, -3.950], [26.924, -0.321, 0.293], [22.129, -4.992, -8.533], [22.947, -0.520, -9.461], [22.345, -0.454, -0.291], [23.377, 1.847, -4.048], [21.572, 5.009, 1.609], [22.372, -1.523, -0.483], [23.048, 3.588, 1.717], [20.490, 1.800, -5.507], [21.016, -5.921, -9.488], [23.147, 1.449, -6.519], [27.832, 3.312, -4.190], [21.262, 4.738, 0.258], [24.044, 4.352, 3.749]], "mulliken_charge": [0.39, 0.36, 0.19, 0.24, -0.84, 0.29, -0.92, -0.32, 0.32, 0.13, -0.58, -1.04, -0.40, 0.99, 0.29, 0.25, 0.20, -0.33, 0.38, 0.08, 1.27, -0.29, -1.01, 0.31, 0.24, 0.30, 0.31, -0.56, -0.73, -0.36, 0.29, 0.08, 0.31, 0.37, 0.26, 0.34, 0.23, 0.24, 0.27, -0.75, 0.49, 0.42, -0.76, -0.76, 0.08, 0.24, 0.23, -0.92, 0.37, 0.26, -0.68, -0.26, -0.33, 0.26, -0.08, 0.38, -0.31, 0.35, -1.58, -1.33, 0.00, 0.28, 0.34, 0.32, -0.68, 0.34, -0.52, -0.10, 0.30, 0.37, 0.32, 0.32, 0.26, 0.31, 0.24, 0.22, 1.29, 0.42, 0.33, -1.18, -0.25, 0.40, 0.29, 0.31, 0.33, -0.11, 0.02, 0.28, 0.41, 0.37, 0.34, 0.21, -0.84, -0.35, -1.36, 0.21, 0.34, 0.49, -1.37, 0.45, -0.68, 0.40], "total_charge": 0, "e_lumo_ev": 0.5570, "gap_ev": 9.23}

=====

Q: Which of them is the least stable? A: version i.